Entry 1:
Density functional theory data (ωB97M-V/def2-TZVPD) for a molecular structure, C25H50N2O2P2W.

Summary:
**Energy relative to the best compared isomer or geometry (same formula, charge and spin)**: 138.0 kcal per mole
**HOMO energy (alpha / beta)**: -21.101 / -21.130 eV
**Kohn-Sham gap (alpha / beta)**: 0.1965 / 0.1866 hartree
**LUMO (alpha / beta)**: -15.754 / -16.054 eV

Geometry as ORCA input:
```
! RIJCOSX wB97M-V def2-TZVPD def2/J DEFGRID3
* xyz 4 3
W -0.077 0.530 0.328
C -1.209 1.997 1.059
O -1.873 2.861 1.486
C -1.621 -0.739 -0.080
O -2.563 -1.385 -0.313
P -0.292 1.621 -1.913
C 0.227 0.589 -3.386
H 0.008 1.181 -4.282
C -1.985 2.294 -2.409
H -2.663 1.514 -2.035
C 0.810 3.133 -2.082
H 1.806 2.715 -1.888
C 1.071 0.817 3.788
P 0.116 -0.346 2.664
H 0.787 -2.358 3.847
H 2.045 0.875 3.286
C -1.478 -0.633 3.634
H -1.135 -0.542 4.674
C -2.379 3.629 -1.756
H -2.127 4.473 -2.406
H -1.905 3.793 -0.786
H -3.465 3.648 -1.605
C -2.187 2.391 -3.926
H -2.973 3.126 -4.140
H -2.484 1.434 -4.358
H -1.274 2.721 -4.430
C 0.832 3.823 -3.453
H 0.982 3.123 -4.281
H 1.654 4.549 -3.479
H -0.095 4.376 -3.632
C 0.521 4.164 -0.981
H 1.449 4.681 -0.711
H 0.116 3.694 -0.084
H -0.193 4.921 -1.322
C 1.731 0.288 -3.358
H 2.311 1.028 -3.915
H 1.920 -0.696 -3.803
H 2.110 0.268 -2.330
C -0.587 -0.709 -3.443
H -0.329 -1.365 -2.606
H -0.373 -1.245 -4.376
H -1.664 -0.526 -3.395
C 1.297 0.350 5.233
H 1.359 -0.738 5.325
H 0.500 0.708 5.892
H 2.239 0.770 5.605
C 0.465 2.227 3.782
H -0.543 2.231 4.211
C 0.641 -2.957 1.786
H 0.406 2.637 2.772
H 1.086 2.895 4.390
C 2.574 -1.720 2.838
H 1.308 -2.894 0.921
H 0.692 -3.977 2.184
H -0.377 -2.781 1.427
C 1.058 -1.951 2.866
H 3.081 -2.630 2.498
H 2.971 -1.459 3.823
H 2.837 -0.911 2.146
C -2.116 -2.021 3.456
H -2.463 -2.163 2.427
H -2.994 -2.099 4.109
H -1.442 -2.842 3.704
C -2.540 0.449 3.404
H -2.105 1.449 3.393
H -3.283 0.404 4.210
H -3.065 0.298 2.456
H 1.013 -1.005 0.032
H 0.944 -0.673 -0.742
N 1.366 -5.807 -2.533
C 1.115 -4.530 -1.970
C 2.087 -3.581 -1.938
C 1.829 -2.344 -1.375
N 0.512 -1.820 -0.720
C -0.376 -2.955 -0.852
C -0.103 -4.213 -1.428
H 2.294 -6.035 -2.924
H 0.633 -6.529 -2.550
H 3.070 -3.789 -2.347
H 2.693 -1.685 -1.402
H -1.350 -3.048 -0.476
H -0.879 -4.972 -1.433
*
```

Atom charges from the Löwdin analysis, given in e for atoms 1 to 6:
1. W 1.118
2. C -0.228
3. O 0.226
4. C -0.178
5. O 0.222
6. P 0.994

---

Entry 2:
Density functional theory data (ωB97M-V/def2-TZVPD) for 4 unconnected molecules or ions with the total composition C25H50N3O3.

Summary:
**Energy relative to the best compared isomer or geometry (same formula, charge and spin)**: 102.7 kcal per mole
**HOMO energy**: -10.918 eV
**Kohn-Sham gap**: 0.2139 hartree
**LUMO**: -5.096 eV

Geometry as ORCA input:
```
! RIJCOSX wB97M-V def2-TZVPD def2/J DEFGRID3
* xyz 1 1
C 2.514 -0.536 -3.215
C 1.701 -1.382 -2.930
C 0.899 -2.439 -2.247
C 1.053 -2.469 -0.703
C 2.493 -2.747 -0.201
N 3.448 -1.604 -0.360
C 3.471 -0.751 0.738
N 4.281 -1.068 1.800
N 2.723 0.386 0.711
C 1.410 0.249 1.475
C 0.346 1.107 0.747
C -1.070 0.950 1.341
C -2.138 1.739 0.511
C -2.793 0.806 -0.546
C -4.218 0.275 -0.117
C -4.943 -0.196 -1.407
C -5.998 -1.321 -1.215
C -5.580 -2.458 -0.240
C -6.308 -2.211 1.147
H 3.247 0.223 -3.415
H -0.164 -2.219 -2.456
H 1.081 -3.436 -2.684
H 0.608 -1.564 -0.263
H 0.443 -3.325 -0.356
H 2.507 -3.120 0.843
H 2.892 -3.574 -0.813
H 4.401 -1.954 -0.471
H 3.912 -1.462 2.653
H 5.280 -0.944 1.673
H 3.287 1.078 1.219
H 1.548 0.698 2.472
H 1.103 -0.801 1.585
H 0.656 2.163 0.859
H 0.368 0.888 -0.336
H -1.061 1.331 2.377
H -1.357 -0.117 1.305
H -2.886 2.166 1.197
H -1.648 2.572 -0.026
H -2.902 1.261 -1.544
H -2.169 -0.102 -0.662
H -4.706 1.125 0.388
H -4.024 -0.525 0.615
H -4.194 -0.424 -2.187
H -5.492 0.688 -1.789
H -6.139 -1.790 -2.211
H -6.977 -0.881 -0.967
H -5.864 -3.460 -0.589
H -4.503 -2.435 -0.011
H -6.889 -1.281 1.154
H -5.585 -2.233 1.983
H -7.014 -3.041 1.317
C 6.497 3.984 -0.912
C 5.576 2.814 -0.725
O 5.210 2.461 0.381
C 5.121 2.092 -1.965
H 6.746 4.410 0.058
H 7.417 3.654 -1.399
H 6.006 4.749 -1.517
H 5.984 1.686 -2.496
H 4.573 2.776 -2.615
H 4.460 1.270 -1.684
C 10.473 -0.080 -0.454
C 9.453 1.024 -0.335
O 9.136 1.696 -1.291
C 8.845 1.258 1.027
H 10.826 -0.136 -1.483
H 11.323 0.125 0.198
H 10.021 -1.036 -0.185
H 9.625 1.520 1.744
H 8.323 0.358 1.361
H 8.130 2.078 0.971
C -10.855 -0.686 2.329
C -9.997 -0.274 1.159
O -9.446 -1.096 0.461
C -9.855 1.204 0.896
H -10.869 -1.772 2.402
H -10.445 -0.277 3.254
H -11.877 -0.329 2.186
H -9.402 1.695 1.759
H -10.833 1.642 0.691
H -9.214 1.357 0.029
*
```

Atom charges from the Löwdin analysis, given in e for atoms 1 to 6:
1. C 0.103
2. C -0.127
3. C -0.199
4. C -0.173
5. C -0.148
6. N 0.070

---

Entry 3:
Density functional theory data (ωB97M-V/def2-TZVPD) for a molecular structure, C25H50NO3PReSSi.

Summary:
**HOMO energy (alpha / beta)**: -13.719 / -14.384 eV
**Kohn-Sham gap (alpha / beta)**: 0.2402 / 0.1511 hartree
**LUMO (alpha / beta)**: -7.185 / -10.271 eV

Geometry as ORCA input:
```
! RIJCOSX wB97M-V def2-TZVPD def2/J DEFGRID3
* xyz 2 4
C -3.439 -2.252 -4.136
C -2.592 -1.190 -4.470
C -1.988 -0.397 -3.491
C -2.256 -0.711 -2.133
C -3.077 -1.822 -1.778
C -3.647 -2.594 -2.787
C -1.095 0.740 -3.874
C -1.123 1.978 -2.962
N -2.178 2.896 -3.297
Re -1.203 0.252 -0.671
C -3.345 -2.046 -0.324
P -3.061 -0.328 0.459
H -2.398 -0.933 -5.519
H -4.286 -3.433 -2.490
H -3.946 -2.821 -4.915
H -2.669 -2.763 0.180
H -4.383 -2.335 -0.096
H -0.036 0.422 -3.935
H -1.369 1.094 -4.883
H -1.121 1.746 -1.822
C -3.385 -0.585 2.221
C -4.625 0.448 -0.082
H -0.201 2.563 -3.089
C -3.536 2.437 -3.183
C -1.986 4.248 -2.817
H -0.888 -0.359 0.832
H -4.188 3.212 -3.612
H -3.688 1.500 -3.732
H -3.850 2.279 -2.132
H -2.744 4.904 -3.258
H -2.064 4.326 -1.717
H -0.995 4.609 -3.119
H -5.468 -0.131 0.318
H -4.645 1.472 0.306
H -4.692 0.463 -1.175
H -4.337 -1.113 2.366
H -2.576 -1.160 2.686
H -3.445 0.400 2.698
H -1.288 1.752 0.032
C 2.205 -4.302 1.066
C 1.470 -3.150 1.736
C 0.051 -3.087 1.203
C 1.479 -3.343 3.244
O 2.207 -1.895 1.464
Si 2.124 -0.417 0.784
S 0.921 -0.412 -0.977
O 1.562 0.719 1.811
C 1.681 0.919 3.264
C 0.332 0.591 3.884
C 2.783 0.052 3.855
C 1.991 2.395 3.477
O 3.676 -0.076 0.364
C 4.298 1.069 -0.326
C 3.264 2.012 -0.916
C 5.160 1.798 0.693
C 5.179 0.485 -1.422
H 1.703 -5.253 1.290
H 3.236 -4.380 1.428
H 2.214 -4.186 -0.022
H -0.488 -4.009 1.471
H -0.504 -2.249 1.644
H 0.034 -3.001 0.109
H 2.509 -3.392 3.623
H 0.937 -2.540 3.756
H 0.978 -4.286 3.503
H 0.092 -0.474 3.775
H 0.339 0.809 4.964
H -0.461 1.190 3.419
H 3.759 0.282 3.407
H 2.860 0.275 4.932
H 2.561 -1.020 3.772
H 2.995 2.640 3.110
H 1.254 3.029 2.966
H 1.969 2.642 4.547
H 2.585 2.408 -0.151
H 3.809 2.862 -1.350
H 2.693 1.529 -1.717
H 5.891 1.113 1.145
H 5.708 2.612 0.202
H 4.542 2.245 1.482
H 5.931 -0.189 -0.995
H 4.583 -0.071 -2.154
H 5.702 1.287 -1.954
*
```

Atom charges from the Löwdin analysis, given in e for atoms 1 to 6:
1. C -0.011
2. C -0.018
3. C -0.268
4. C -0.275
5. C -0.300
6. C -0.002

---

| no. | total energy (eV) |
| --- | --- |
| 1 | -54162.495 |
| 2 | -37338.267 |
| 3 | -64486.994 |